# C23H13BrCl68GaO

A molecular structure, C23H13BrCl68GaO at a distorted geometry (ωB97M-V/def2-TZVPD, the OMol25 dataset).

Summary:
- Charge: -1
- E_HOMO: -5.392 eV
- HOMO-LUMO gap: 6.25 eV
- 2S+1: 1

Atoms and positions in Å:
Br  5.74148  -1.34602  0.27711
Ga  5.33942  -0.22713  -2.86613
Cl  -5.24977  0.14511  -3.39054
Cl  11.89701  0.53878  7.45000
Cl  -11.49802  -0.18285  1.17483
Cl  6.41043  -0.08084  5.98705
Cl  3.43471  -3.76706  1.37615
Cl  7.84605  0.62907  3.58775
Cl  -1.28842  1.49055  -12.07264
Cl  10.61561  1.02016  9.98510
Cl  -5.96177  -1.38283  -1.05493
Cl  8.44016  4.16238  -0.48520
Cl  1.04325  0.99076  -7.14239
Cl  -9.13906  2.80880  9.53369
Cl  10.28081  2.89101  7.81843
Cl  -7.99469  0.04123  -2.52705
Cl  0.39893  -1.42914  -0.92634
Cl  -18.82932  -0.00081  4.18040
Cl  -0.18793  2.98559  -9.86841
Cl  -1.81243  -3.15522  -0.23887
Cl  1.51723  -1.14252  -5.25892
Cl  -13.57940  -1.93309  8.86193
Cl  8.79231  6.47146  -4.40541
Cl  -2.12778  -1.13349  -2.27944
Cl  -11.91856  -2.81565  2.29017
Cl  -11.04095  -0.65514  3.97981
Cl  6.53956  6.09281  -2.65154
Cl  5.65595  -4.38970  -3.16572
Cl  8.25648  -6.09119  5.48424
Cl  9.13278  2.29825  1.59849
Cl  -16.10816  0.92466  3.96955
Cl  12.82933  2.67074  9.15163
Cl  7.41090  -2.13896  4.23954
Cl  -9.32686  -3.12725  -1.23375
Cl  6.33340  -7.68881  4.04250
Cl  7.08652  8.70189  -3.74627
Cl  -14.08484  -0.05492  6.72837
Cl  0.85985  0.37434  -10.50582
Cl  -12.73369  -2.52985  6.16636
Cl  0.74007  -3.72742  2.38420
Cl  -10.91371  -4.72929  -3.02583
Cl  3.17638  -3.63442  -1.90001
Cl  2.81150  -5.15252  3.80898
Cl  -18.27522  2.82468  4.03655
Cl  9.25134  -0.55439  5.80897
Cl  -9.24580  -1.76848  2.01986
Cl  -6.34927  2.90398  -7.97778
Cl  -9.20747  2.96602  6.65638
Cl  -6.74321  -2.29510  -3.67841
Cl  5.43768  -5.59786  5.81446
Cl  -3.97342  4.21216  -6.99891
Cl  -10.11846  5.19547  8.24379
Cl  1.36658  2.60091  -12.26404
Cl  -17.58330  1.33868  6.40884
Cl  1.81535  -6.17155  1.30107
Cl  -10.65347  -1.89268  -3.48542
Cl  3.22107  -5.79960  -3.79809
Cl  4.47710  -6.14161  -1.22433
Cl  -11.66058  2.75677  8.14469
Cl  -0.47870  -3.44364  -2.78147
Cl  3.63127  0.69762  -5.89104
Cl  10.64972  4.73325  1.28102
Cl  -6.54967  4.88212  -5.88908
Cl  6.72727  -4.93472  3.32338
Cl  -12.18853  -2.84861  -1.24513
Cl  2.76072  -1.21936  -7.86210
Cl  8.83981  7.58759  -1.74872
Cl  -11.39834  -0.46993  7.66763
Cl  10.87128  2.62826  -0.67552
Cl  -5.36981  2.31043  -5.33268
O  2.88654  0.05947  -0.41501
C  -17.69902  1.27191  4.64726
C  3.65312  0.89065  -2.46799
C  6.60006  -0.45267  -1.25708
C  0.19065  1.85766  -11.17353
C  -10.76674  -3.14974  -2.24832
C  -12.94840  -1.25249  7.35914
C  -5.55773  3.57709  -6.54915
C  2.24579  -0.16275  -6.53248
C  11.40497  1.78131  8.60115
C  -10.92290  -1.35341  2.36549
C  2.20503  -4.70478  2.20767
C  7.29058  0.81576  -0.75946
C  -0.99931  -2.28602  -1.55160
C  3.48751  1.05890  -1.02155
C  8.12754  1.44726  -1.87683
C  -6.49148  -0.87645  -2.66029
C  6.68863  -6.07667  4.66417
C  9.77028  3.45420  0.42743
C  7.72917  -0.53991  4.90456
C  -10.03265  3.43454  8.14474
C  4.13144  -4.97689  -2.51250
C  7.81507  7.21084  -3.13611
C  1.90746  1.31526  -0.48702
H  1.63552  1.50441  -1.54577
H  6.11452  0.42567  -4.11736
H  2.78433  0.30207  -2.74595
H  1.03798  0.66655  -0.34438
H  4.80413  -1.66441  -3.31045
H  4.24171  1.62222  -0.49564
H  6.57126  1.49792  -0.31737
H  9.15805  1.58583  -1.57567
H  8.11790  0.80549  -2.74885
H  7.98021  0.50794  0.02705
H  3.65607  1.88799  -2.90235
H  7.40198  -1.10846  -1.57825
H  7.73207  2.40184  -2.20266